No. 1
{"formula": "C6H11N3S3", "method": "ωB97M-V with the def2-TZVPD basis set", "homo_lumo_gap_ev": 7.58, "smiles": "[H]/N=C1/CC(=S)SN1.CN(C)C=S", "e_homo_ev": -8.118, "symbols": ["H", "N", "C", "C", "C", "S", "S", "N", "H", "H", "H", "C", "N", "C", "C", "S", "H", "H", "H", "H", "H", "H", "H"], "coordinates": [[-1.06479, -2.64073, 0.09094], [-1.06777, -1.65957, 0.37647], [-2.22555, -1.14908, 0.29958], [-2.50707, 0.28074, 0.69832], [-3.80641, 0.72848, 0.07617], [-4.39249, 2.24113, 0.00580], [-4.66588, -0.65364, -0.52300], [-3.41110, -1.77992, -0.11212], [-1.68212, 0.93538, 0.41127], [-2.60890, 0.34562, 1.78957], [-3.29187, -2.50939, -0.80659], [5.69287, -1.33471, -0.32940], [4.49944, -0.59761, 0.05176], [3.29952, -1.35778, 0.35262], [4.52497, 0.73582, 0.11831], [5.81580, 1.71009, -0.19652], [5.46593, -2.40314, -0.32475], [6.02178, -1.03106, -1.32759], [6.50807, -1.12349, 0.37002], [2.98727, -1.94507, -0.51835], [3.47622, -2.03937, 1.19216], [2.49146, -0.67424, 0.62154], [3.56395, 1.16326, 0.41504]]}

---

No. 2
{"formula": "C6H11N4", "method": "ωB97M-V with the def2-TZVPD basis set", "homo_lumo_gap_ev": [8.65, 8.65], "total_charge": 1, "e_homo_ev": [-13.662, -13.662], "symbols": ["C", "C", "C", "C", "C", "C", "N", "N", "N", "N", "H", "H", "H", "H", "H", "H", "H", "H", "H", "H", "H"], "coordinates": [[-1.94475, -0.29261, -0.51322], [-1.34418, -1.53560, -0.52938], [-0.85065, 0.61467, -0.20143], [2.70929, 0.96916, 0.37632], [-2.02330, -2.85435, -0.61937], [-0.79047, 2.14963, -0.11275], [1.93769, 0.61188, -0.61983], [-0.04804, -1.34664, -0.23568], [0.25980, -0.10827, -0.01134], [3.90463, 1.55879, 0.11765], [-2.98996, -0.00221, -0.50247], [2.40791, 0.90426, 1.43861], [-1.26451, -3.50674, -1.27219], [-2.24621, -3.35350, 0.33715], [-2.97615, -2.71558, -1.08641], [-0.33988, 2.56204, -1.04408], [-1.83622, 2.56437, -0.09931], [-0.12586, 2.42587, 0.64937], [0.72130, -1.95435, -0.24630], [4.33844, 2.02958, 0.85252], [4.24619, 1.89360, -0.76054]]}

---

Energy relative to the best compared isomer or geometry (same formula, charge and spin) in kJ/mol, matching the order above: 0.0 303.9